{
  "formula": "C5H5N3O3",
  "method": "wB97M-V/def2-TZVPD",
  "elements": ["H", "C", "H", "N", "O", "C", "N", "N", "O", "C", "C", "H", "H", "O", "H", "C"],
  "positions_angstrom": [[-0.147, -1.522, -0.510], [-0.658, -0.670, 0.051], [-1.047, -1.146, 1.062], [-3.194, 0.239, 0.265], [-1.461, 1.588, -0.868], [-0.193, 1.545, -0.378], [0.725, 2.459, -0.194], [0.194, 0.381, 0.099], [-3.984, -0.626, -0.022], [-2.056, 0.317, -0.791], [1.781, 1.892, 0.386], [1.750, -0.342, 1.059], [2.598, 2.505, 0.625], [-3.181, 1.003, 1.186], [-2.369, -0.137, -1.770], [1.459, 0.539, 0.570]],
  "forces_ev_per_a": [[-1.4, 0.9, 0.2], [-3.5, -3.0, -0.5], [0.7, 1.4, -1.9], [1.1, 0.4, -2.1], [-0.8, -0.8, -0.4], [0.8, 1.7, 0.6], [-2.5, 1.8, -1.9], [1.0, 1.4, 0.4], [-0.6, -0.3, 0.7], [3.0, -1.5, 1.5], [-1.1, -3.1, 0.4], [1.6, -0.5, 0.7], [1.1, 0.1, 0.4], [-0.1, -0.2, 0.3], [0.0, 0.7, 1.2], [0.7, 0.8, 0.4]],
  "lumo_ev": -0.2325,
  "total_charge": 0,
  "homo_ha": -0.321
}



{
  "formula": "C5H5N3O4",
  "method": "wB97M-V/def2-TZVPD",
  "elements": ["N", "H", "H", "O", "N", "H", "N", "H", "O", "C", "H", "C", "C", "C", "O", "C", "O"],
  "positions_angstrom": [[1.874, 0.679, -2.141], [2.249, -0.873, -0.425], [-0.956, 0.805, -2.282], [-0.053, -1.247, -3.505], [1.243, -0.835, -0.350], [1.094, -0.726, 1.882], [0.547, -1.510, -2.514], [-0.631, 0.537, 2.046], [1.606, 1.548, -2.912], [-0.415, 0.250, 0.980], [-1.774, 1.451, -0.130], [-1.027, 0.671, -0.202], [0.748, -0.501, 0.886], [-0.534, 0.357, -1.397], [2.986, 0.472, -1.607], [0.702, -0.313, -1.564], [1.036, -2.558, -2.199]],
  "forces_ev_per_a": [[1.6, -0.9, 0.8], [0.3, -0.6, 0.1], [0.0, -0.1, -0.1], [-1.0, 0.0, -1.7], [0.2, 0.4, 0.5], [1.4, -0.8, -0.6], [1.4, 0.5, 0.1], [-0.5, -0.2, -1.6], [-0.1, -0.2, 0.0], [2.2, -1.3, 2.2], [-0.5, -0.4, -0.2], [-0.3, 1.3, 0.5], [-3.0, 2.0, -0.3], [-1.0, 1.4, -1.2], [-1.7, 0.6, -1.3], [1.1, -1.3, 2.6], [0.1, -0.5, 0.1]],
  "smiles": "O=[N+]([O-])C1([N+](=O)[O-])C=CC=CN1",
  "lumo_ev": -0.4703,
  "total_charge": 0,
  "homo_ha": -0.325
}



{
  "formula": "C5H5NO",
  "method": "wB97M-V/def2-TZVPD",
  "elements": ["C", "H", "C", "H", "H", "H", "N", "H", "C", "C", "O", "C"],
  "positions_angstrom": [[-0.856, -0.407, 0.985], [-1.887, -0.142, -1.575], [0.664, -0.747, -1.283], [1.825, 1.546, 0.959], [1.867, -0.269, 1.101], [-2.553, -0.022, -1.221], [0.610, -1.742, -1.882], [-0.627, 1.664, 0.821], [0.723, 0.511, -0.639], [1.406, 0.595, 0.639], [-1.400, -1.389, 1.207], [-0.142, 0.710, 0.650]],
  "forces_ev_per_a": [[0.1, -1.1, 0.6], [-0.7, 0.1, 0.3], [-0.1, -0.7, -0.3], [0.0, 0.0, -0.1], [-0.1, -0.1, 0.2], [0.6, -0.1, -0.4], [0.0, 0.6, 0.4], [-0.1, -0.1, 0.0], [0.3, 0.2, -0.3], [0.2, -0.1, 0.0], [0.4, 1.2, -0.4], [-0.7, 0.1, 0.0]],
  "lumo_ev": [-0.4789, -0.4788],
  "total_charge": 0,
  "homo_ha": [-0.301, -0.301]
}



{
  "formula": "C5H5NO",
  "method": "wB97M-V/def2-TZVPD",
  "elements": ["C", "H", "H", "C", "H", "C", "H", "C", "H", "N", "C", "O"],
  "positions_angstrom": [[-1.110, -0.300, 0.049], [0.245, -1.897, 0.794], [-0.778, 1.538, -1.181], [-0.483, 1.022, -0.264], [1.184, -0.001, -1.308], [1.937, 0.564, 0.585], [-0.465, 1.723, 0.576], [0.017, -0.977, 0.270], [-1.906, -1.715, -0.348], [2.777, 0.805, 1.341], [0.840, 0.158, -0.278], [-2.319, -0.852, -0.138]],
  "forces_ev_per_a": [[0.5, -0.1, -0.1], [0.1, -0.1, -0.5], [0.1, -0.1, 0.0], [-0.1, 0.2, -0.1], [0.0, 0.1, 0.3], [0.8, 0.4, 0.6], [-0.1, -0.1, -0.2], [0.3, 0.2, 0.4], [-1.8, -0.2, 0.1], [-0.5, -0.1, -0.6], [0.4, 0.2, 0.1], [0.2, -0.3, 0.0]],
  "lumo_ev": 0.5819,
  "total_charge": 0,
  "homo_ha": -0.346
}



{
  "formula": "C5H5NO",
  "method": "wB97M-V/def2-TZVPD",
  "elements": ["C", "C", "H", "C", "H", "H", "N", "C", "H", "H", "O", "C"],
  "positions_angstrom": [[1.981, -0.012, 0.132], [0.657, 0.285, 0.679], [-1.646, 0.009, 1.253], [-1.225, -0.368, -0.840], [-1.785, -0.194, -1.759], [-2.397, 1.144, 0.199], [-1.685, 0.433, 0.323], [-0.339, 0.668, -0.289], [4.041, -0.500, -0.695], [-1.117, -1.426, -0.589], [0.445, 0.233, 1.896], [3.071, -0.273, -0.310]],
  "forces_ev_per_a": [[0.5, -0.1, -0.2], [-0.1, -0.1, 0.2], [0.0, 0.0, -0.2], [-0.1, -0.2, -0.2], [0.1, 0.0, 0.2], [0.2, -0.1, 0.0], [-0.3, 0.1, 0.2], [0.1, 0.0, 0.1], [-0.2, 0.0, 0.1], [0.0, 0.2, 0.0], [0.1, 0.0, -0.3], [-0.5, 0.1, 0.2]],
  "smiles": "C#C/C([O-])=C1\\C[NH2+]1",
  "lumo_ev": [0.6238, 0.6238],
  "total_charge": 0,
  "homo_ha": [-0.303, -0.303]
}



{
  "formula": "C5H5NO",
  "method": "wB97M-V/def2-TZVPD",
  "elements": ["C", "N", "C", "C", "H", "O", "H", "C", "H", "C", "H", "H"],
  "positions_angstrom": [[-0.608, -2.089, -0.707], [-1.595, 0.412, 2.525], [-1.034, 0.319, 1.518], [-0.064, -1.264, -0.021], [1.824, -0.146, -1.151], [1.455, 0.746, -1.230], [0.478, 2.095, -0.102], [0.835, 1.068, -0.011], [1.512, 0.981, 0.847], [-0.374, 0.168, 0.220], [-1.121, 0.408, -0.550], [-1.269, -2.579, -1.373]],
  "forces_ev_per_a": [[0.1, -0.2, 0.0], [0.6, 0.0, -0.9], [-0.4, 0.3, 1.0], [-1.1, 0.0, -0.7], [-0.1, 0.2, -0.1], [0.2, -0.1, 0.1], [0.2, 0.0, 0.1], [0.0, 0.3, 0.3], [0.1, 0.1, -0.1], [0.1, 0.3, 0.1], [0.2, 0.1, 0.3], [0.2, -0.9, -0.1]],
  "smiles": "C#C[C@@H](C#N)CO",
  "lumo_ev": 0.0367,
  "total_charge": 0,
  "homo_ha": -0.392
}



{
  "formula": "C5H5NO",
  "method": "wB97M-V/def2-TZVPD",
  "elements": ["C", "C", "N", "H", "O", "C", "H", "H", "C", "H", "C", "H"],
  "positions_angstrom": [[0.200, -0.202, 0.705], [-0.848, -1.009, -0.113], [-0.102, -2.274, -2.277], [-1.434, -1.628, 0.568], [2.333, 0.434, -0.454], [-1.035, 0.447, -0.052], [-0.705, 0.933, -0.980], [0.242, -0.241, 1.792], [-0.409, -1.737, -1.298], [-0.134, 2.423, 0.953], [1.381, 0.072, 0.077], [0.510, 2.781, 1.080]],
  "forces_ev_per_a": [[0.2, -0.1, 0.2], [0.0, -0.1, 0.0], [-0.2, 0.5, 0.9], [0.1, 0.1, -0.1], [-1.1, -0.5, 0.6], [-0.1, 0.0, -0.2], [0.0, -0.1, 0.1], [0.0, 0.0, -0.2], [0.3, -0.4, -0.8], [0.1, 0.1, 0.1], [0.8, 0.4, -0.6], [0.0, 0.1, 0.0]],
  "lumo_ev": -0.4339,
  "total_charge": 0,
  "homo_ha": -0.308
}



{
  "formula": "C5H5NO",
  "method": "wB97M-V/def2-TZVPD",
  "elements": ["N", "C", "H", "H", "C", "H", "C", "O", "H", "H", "C", "C"],
  "positions_angstrom": [[2.199, -2.212, 0.819], [1.378, -1.426, 0.591], [1.099, 2.769, -0.437], [-1.869, 0.882, 0.126], [0.678, 0.701, -0.210], [-1.354, -0.973, 1.493], [0.349, -0.474, 0.273], [-1.986, -0.005, -0.239], [-1.252, -1.862, -0.036], [0.947, 1.691, -1.955], [0.920, 1.792, -0.875], [-1.114, -0.879, 0.424]],
  "forces_ev_per_a": [[-0.9, 0.8, -0.2], [0.7, -0.7, 0.2], [0.0, -0.2, 0.1], [-0.1, -0.1, -0.1], [0.0, 0.0, -0.2], [0.0, 0.0, -0.1], [0.0, 0.2, -0.1], [0.0, 0.2, 0.1], [0.1, 0.1, 0.1], [0.1, 0.2, 0.0], [0.0, -0.2, 0.0], [0.1, -0.3, 0.1]],
  "smiles": "C=C=C(C#N)CO",
  "lumo_ev": 0.5075,
  "total_charge": 0,
  "homo_ha": -0.374
}



{
  "formula": "C5H5NO",
  "method": "wB97M-V/def2-TZVPD",
  "elements": ["H", "H", "H", "C", "H", "N", "C", "C", "O", "C", "C", "H"],
  "positions_angstrom": [[-0.583, 1.542, 0.040], [-0.394, -1.113, -1.535], [-1.888, 0.862, -1.082], [-0.293, -0.553, -0.614], [-1.823, 0.178, 0.661], [2.652, 1.396, 0.073], [-1.073, 0.677, -0.388], [1.901, 0.523, 0.170], [0.110, -0.535, 1.443], [-1.057, -0.818, 0.688], [0.946, -0.587, 0.271], [1.486, -1.536, 0.236]],
  "forces_ev_per_a": [[0.0, 0.0, 0.0], [0.0, 0.0, 0.1], [0.1, -0.1, 0.1], [0.0, -0.1, -0.2], [-0.1, -0.2, 0.1], [-0.7, -0.7, 0.1], [0.1, 0.2, -0.2], [0.6, 0.7, -0.1], [0.0, 0.1, 0.1], [-0.2, 0.1, 0.0], [0.1, 0.0, 0.0], [-0.1, 0.1, 0.0]],
  "lumo_ev": 0.8460,
  "total_charge": 0,
  "homo_ha": -0.339
}



{
  "formula": "C5H5NO",
  "method": "wB97M-V/def2-TZVPD",
  "elements": ["O", "C", "H", "H", "C", "H", "C", "C", "H", "C", "H", "N"],
  "positions_angstrom": [[-1.997, 0.241, -0.076], [-1.085, -0.778, 0.215], [-0.987, -0.950, 1.295], [-1.486, -1.688, -0.240], [0.326, -0.488, -0.398], [0.340, -0.846, -1.434], [0.942, 2.111, -0.325], [1.403, -1.171, 0.339], [-1.674, 1.054, 0.337], [0.641, 0.948, -0.381], [1.244, 3.134, -0.279], [2.281, -1.633, 0.937]],
  "forces_ev_per_a": [[0.0, 0.2, 0.1], [0.1, -0.3, 0.1], [0.1, 0.1, -0.1], [0.2, 0.1, 0.1], [0.0, 0.1, -0.1], [0.0, 0.1, 0.1], [-0.1, -0.5, 0.0], [1.0, -0.6, 0.7], [-0.1, -0.1, -0.2], [0.2, 0.6, 0.0], [-0.1, -0.1, 0.0], [-1.1, 0.4, -0.7]],
  "smiles": "C#C[C@@H](C#N)CO",
  "lumo_ev": 0.7140,
  "total_charge": 0,
  "homo_ha": -0.396
}